2 unconnected molecules or ions with the total composition C37H30BF3N2O2S at a distorted geometry, computed with ωB97M-V with the def2-TZVPD basis set.

```
! RIJCOSX wB97M-V def2-TZVPD def2/J DEFGRID3
* xyz 0 1
C -1.76824 4.71403 -1.38011
N -1.23946 4.05539 -0.18550
C -1.53650 2.76634 0.10797
C -0.81644 2.29523 1.22830
C -0.73556 0.97375 1.74981
C 0.70622 0.45373 1.75254
C 1.96147 0.72742 0.94709
N 3.06132 0.46081 1.69841
C 4.48133 0.46616 1.30998
C 2.68009 0.10408 3.00715
C 1.29804 0.17012 3.10474
C 0.73832 0.10745 4.37140
C 1.53177 -0.34948 5.42879
C 2.90482 -0.60341 5.28506
C 3.51345 -0.25998 4.07550
C 0.00230 3.47209 1.63276
C -0.28230 4.53208 0.72028
C 0.46005 5.70362 0.69051
C 1.43974 5.88997 1.65875
C 1.68770 4.89321 2.61128
C 0.97617 3.67870 2.59369
H -1.26475 5.65568 -1.59792
H -1.63682 4.01721 -2.21525
H -2.84535 4.86481 -1.26786
H -2.22599 2.21690 -0.52928
H -1.64398 0.29416 1.71917
H 2.05440 1.01276 -0.10313
H 4.99386 -0.30155 1.90923
H 4.56308 0.23259 0.24381
H 4.98654 1.42444 1.51965
H -0.29496 0.41351 4.50919
H 1.05307 -0.53758 6.38956
H 3.47482 -1.04427 6.10501
H 4.58211 -0.34413 3.92930
H 0.28567 6.44218 -0.09393
H 2.02246 6.80181 1.70457
H 2.47476 5.01743 3.35411
H 1.18228 2.85416 3.28724
C -6.42561 -2.29590 3.70429
C -5.40786 -1.20062 3.64157
C -4.78322 -0.61396 4.72462
C -3.80778 0.37009 4.42741
C -3.73084 0.75005 3.08540
B 0.57118 -0.98743 1.15295
C -3.68451 2.13607 2.67265
C -4.34660 2.53088 1.47892
C -4.53114 3.87020 1.17039
C -3.96807 4.84570 1.99064
C -3.71307 6.22484 1.52634
F -4.00419 7.16472 2.45377
F -2.36480 6.39666 1.20839
F -4.38810 6.53632 0.39454
C -3.43232 4.50211 3.22543
C -3.23594 3.16690 3.54775
O 0.01867 -1.64123 2.28208
C -0.26763 -2.86740 1.87927
C -0.19053 -2.97059 0.46213
C -0.41004 -4.24091 -0.00542
C -0.71664 -5.28890 0.91064
C -0.64955 -5.14820 2.29288
C -0.31485 -3.90234 2.78475
O 0.36677 -1.76275 -0.02188
S -4.69651 -0.50981 2.18463
H -6.80681 -2.42027 4.72064
H -7.29094 -2.10514 3.06449
H -6.00979 -3.26152 3.39307
H -5.09122 -0.83376 5.74199
H -3.26777 0.91387 5.18811
H -4.75104 1.75202 0.80545
H -5.07496 4.13384 0.26463
H -3.10661 5.26076 3.91947
H -2.78306 2.89965 4.51217
H -0.36481 -4.50476 -1.05543
H -0.86551 -6.27795 0.52726
H -0.76784 -5.91396 3.04921
H -0.08052 -3.66933 3.82327
*
```

Its HOMO energy is -5.30 eV. The value obtained for the gap between HOMO and LUMO is 5.230 eV. The calculation puts the energy relative to the best compared isomer or geometry (same formula, charge and spin) at 363.3 kJ/mol.

***

A molecular structure, C37H31CaN6O2Se at a distorted geometry, computed with ωB97M-V with the def2-TZVPD basis set.

```
! RIJCOSX wB97M-V def2-TZVPD def2/J DEFGRID3
* xyz 1 1
Ca 0.68853 -0.07766 0.18186
C 1.25778 3.85686 -2.68778
O 1.93085 4.10952 -1.39648
C 1.74877 2.94451 -0.78277
N 1.39784 1.93679 -1.40424
C 1.35995 2.33997 -2.81750
C 0.19698 1.87309 -3.69312
C 0.11045 2.38073 -5.00094
C -0.84097 1.92393 -5.87513
C -1.80283 1.00528 -5.45369
C -1.77099 0.54326 -4.16480
C -0.79448 0.97145 -3.28902
C 1.91857 2.93421 0.69249
C 2.05170 4.09847 1.42151
C 2.34068 3.98978 2.78463
C 2.36699 2.70228 3.37215
C 2.10436 1.62979 2.49615
N 1.93596 1.69135 1.21999
C 1.99386 0.22212 3.00206
N 1.79125 -0.74983 2.24587
C 1.82240 -1.98183 3.10101
C 1.86253 -1.38780 4.59183
O 2.24424 0.01672 4.29335
C 0.71868 -2.99942 2.84352
C -0.60522 -2.63110 2.64153
C -1.60577 -3.61230 2.47631
C -1.30630 -4.92650 2.51201
C -0.00897 -5.29514 2.81120
C 1.00334 -4.36143 3.03950
H 1.73469 4.37382 -3.51865
H 0.24366 4.14014 -2.54741
H 2.24165 1.90392 -3.28053
H 0.81809 3.07660 -5.31816
H -0.82560 2.27853 -6.85524
H -2.52735 0.58934 -6.12899
H -2.45410 -0.19979 -3.71900
H -0.78803 0.50710 -2.32043
H 1.86737 5.07880 0.99910
H 2.45557 4.76558 3.43357
H 2.59644 2.59219 4.44347
H 2.81282 -2.48222 2.91702
H 2.65536 -1.83425 5.17899
H 0.91365 -1.35405 5.13516
H -0.88629 -1.63054 2.73077
H -2.63703 -3.31550 2.46241
H -2.08482 -5.66962 2.39855
H 0.17103 -6.42521 2.85311
H 2.02290 -4.67340 3.31121
C 2.66237 -2.74261 -0.20152
C 1.34548 -2.99537 -0.62430
C 0.92962 -2.43396 -1.84413
C 1.70838 -1.51438 -2.50714
C 2.86907 -1.01822 -1.95718
C 3.39469 -1.71955 -0.82821
H 3.05366 -3.23936 0.72648
H 0.71272 -3.58480 0.03775
H -0.01881 -2.85342 -2.26848
H 1.30125 -1.13114 -3.42519
H 3.38123 -0.11878 -2.31230
H 4.35076 -1.39960 -0.39146
Se -1.10035 1.19852 4.40214
C -0.90379 1.21292 2.60241
N -0.73329 1.31932 1.44776
N -3.67976 -1.53055 0.20113
C -2.40045 -1.72329 -0.08710
N -1.76926 -0.61138 -0.37642
C -2.77048 0.38972 -0.38988
C -2.71026 1.74654 -0.73169
C -3.89850 2.45715 -0.74168
C -5.09992 1.83820 -0.38198
C -5.16405 0.50638 -0.05291
C -3.97837 -0.19776 -0.06750
H -4.32520 -2.20477 0.53489
H -1.91276 -2.70585 -0.07207
H -1.79296 2.23893 -0.96192
H -3.86800 3.51687 -0.96876
H -5.98254 2.45475 -0.35411
H -6.04069 -0.02305 0.25692
*
```

Its HOMO energy is -9.75 eV. The value obtained for the gap between HOMO and LUMO is 6.974 eV. The calculation puts the energy relative to the best compared isomer or geometry (same formula, charge and spin) at 0.0 kJ/mol.

***

A molecular structure, C37H31CuF12N5O6S2, computed with ωB97M-V with the def2-TZVPD basis set.

```
! RIJCOSX wB97M-V def2-TZVPD def2/J DEFGRID3
* xyz -2 2
Cu -0.18794 -0.91342 0.31384
C -6.39726 2.67700 0.41610
C -5.02129 2.12767 0.67488
C -4.23880 2.56747 1.73892
C -2.99438 2.02825 1.96105
C -2.43391 0.99494 1.16673
N -1.25283 0.41425 1.53134
C -0.95566 0.25749 2.85836
C -1.97344 0.03758 3.81727
C -1.71894 -0.15875 5.15348
C -0.41518 -0.15923 5.63964
C -0.10718 -0.39289 7.09342
C 0.59881 0.00794 4.70993
C 0.38197 0.18933 3.34566
C 1.56710 0.23922 2.36004
O 1.43576 -0.54958 1.27483
C 1.83996 1.72760 1.96456
F 2.96387 1.86181 1.20569
F 0.85623 2.26675 1.24251
F 2.02414 2.53994 3.03069
C 2.89176 -0.27776 3.01630
F 2.71790 -1.49669 3.55136
F 3.40530 0.51340 4.00098
F 3.87863 -0.39865 2.11306
C -3.16089 0.67148 -0.01180
C -4.43978 1.20244 -0.17694
C -2.60666 -0.21797 -1.15883
O -1.28551 -0.45506 -1.17329
C -2.85195 0.61290 -2.48650
F -2.07323 0.20930 -3.51182
F -4.10631 0.64582 -2.97899
F -2.49111 1.90030 -2.27197
C -3.35124 -1.62223 -1.08249
F -4.64035 -1.53122 -1.54450
F -3.49283 -1.92236 0.22279
F -3.72497 -2.17263 -3.75486
H -6.92520 2.88435 1.35021
H -7.00026 1.96811 -0.15413
H -6.37053 3.61103 -0.15471
H -4.61274 3.33689 2.40914
H -2.41240 2.37543 2.80575
H -2.99527 0.00407 3.46479
H -2.55028 -0.33218 5.83079
H -0.97089 -0.15766 7.71868
H 0.72488 0.22926 7.43062
H 0.16591 -1.43343 7.29502
H 1.61073 -0.01350 5.08894
H -5.02230 0.87748 -1.02696
S -2.15542 -4.96748 1.44285
C -1.17294 -4.33221 2.69531
C -0.51840 -3.21201 2.28612
C -0.77793 -2.80126 0.93126
C -1.65182 -3.68602 0.37264
C -2.06336 -3.79441 -1.04326
C -1.72702 -4.92977 -1.70049
C -1.93854 -5.04827 -3.11414
C -2.28530 -3.97536 -3.82131
C -2.53170 -2.65747 -3.17162
N -2.69750 -2.75040 -1.73403
H -1.15116 -4.79815 3.66690
H 0.14258 -2.66182 2.94429
H -1.19450 -5.69240 -1.15502
H -1.77093 -5.99784 -3.60888
H -2.41333 -3.98847 -4.89444
H -1.79188 -1.89397 -3.41730
C 4.40893 5.48474 -2.43033
C 4.08637 4.02163 -2.17253
S 5.39068 2.97887 -2.78696
O 6.56562 3.22763 -1.98986
O 5.46015 3.13831 -4.22176
C 4.80970 1.34106 -2.42933
C 3.78122 0.82991 -3.43514
N 3.02120 -0.25227 -2.83539
C 1.92110 -0.06231 -2.06113
N 1.48251 -1.19372 -1.54638
C 2.29717 -2.16932 -1.99211
C 3.26665 -1.61839 -2.79290
N 4.37557 -2.25901 -3.39014
O 5.23924 -1.56318 -3.93041
O 4.41731 -3.47793 -3.34789
C 1.29434 1.25000 -1.76699
H 3.59631 6.10546 -2.05512
H 4.52596 5.67211 -3.49640
H 5.32761 5.77144 -1.92189
H 3.16895 3.71790 -2.67550
H 3.99245 3.80367 -1.10892
H 4.39997 1.36833 -1.41773
H 5.69516 0.70419 -2.42056
H 4.27552 0.48765 -4.33666
H 3.06918 1.60488 -3.71381
H 2.18345 -3.19926 -1.70405
H 1.44687 1.98365 -2.55756
H 1.69246 1.64005 -0.82890
H 0.22611 1.07694 -1.62214
*
```

Its HOMO energy (alpha / beta) is -1.38 / -1.33 eV. The value obtained for the gap between HOMO and LUMO (alpha / beta) is 4.835 / 4.785 eV. As for the expectation value of S²: 0.75.